# 1
A cluster of 2 separate species, C10H22BN5O8PS in total, computed with ωB97M-V/def2-TZVPD.

XYZ file:
```
48
Properties=species:S:1:pos:R:3:forces:R:3
N 1.272 1.372 5.838 -0.495 -3.290 -0.862
P 1.274 -0.074 5.049 0.576 4.497 4.636
N 0.515 0.278 3.434 0.911 -0.752 -0.231
C -1.009 0.417 3.611 -2.581 -2.162 1.323
O -1.813 0.879 2.471 3.374 2.956 1.535
B -1.524 2.276 2.099 -0.656 1.675 -1.743
O -0.682 3.237 2.837 -0.862 -2.007 -3.145
O -2.127 2.748 0.803 2.998 -2.904 1.999
C -1.415 -1.206 3.640 -0.800 2.208 -0.760
C -0.622 -1.630 2.254 -0.314 -1.041 0.284
C -0.704 -3.263 2.120 -0.553 -0.282 -1.239
O -0.703 -3.994 3.397 -3.261 5.404 -0.402
O 0.150 -4.972 3.287 4.514 -5.113 0.226
C 0.824 -0.888 2.471 0.076 -0.960 -1.755
C 1.568 -0.141 1.210 0.250 0.076 -0.248
C 1.417 -0.936 -0.232 1.652 -0.258 0.820
S 0.046 -0.055 -1.177 0.652 -0.009 -1.628
C 0.448 0.119 -2.997 1.483 -0.575 -4.107
N 1.038 -0.851 -4.004 -3.342 7.602 1.896
N 1.010 -0.059 -5.175 -1.307 3.712 0.236
C 0.465 1.347 -5.056 1.494 -6.806 3.877
O 0.118 1.414 -3.628 1.309 -2.718 -0.868
H 0.735 1.299 6.731 0.449 0.219 -1.033
H 0.550 -1.057 5.814 0.504 -0.095 -1.281
H 2.682 -0.421 4.901 -1.397 -0.333 -0.989
H 1.053 1.161 3.181 -1.127 -0.811 0.108
H -1.227 0.995 4.620 0.637 -0.916 -2.326
H -0.301 3.844 2.108 -1.149 -1.064 1.768
H -1.732 2.089 0.131 -1.304 1.385 1.087
H -2.584 -1.206 3.565 2.304 -0.197 -0.115
H -1.155 -1.747 4.644 -0.063 0.829 -2.303
H -1.086 -1.287 1.212 0.635 -0.261 2.648
H 0.110 -3.738 1.425 -1.355 1.004 1.437
H -1.751 -3.500 1.599 2.215 0.662 1.155
H 0.508 -5.224 4.189 -0.922 0.896 -1.180
H 1.547 -1.720 2.923 -1.330 2.112 -0.560
H 2.706 0.002 1.542 -2.375 -0.448 -0.955
H 1.153 0.956 1.013 0.624 -2.293 0.701
H 2.482 -0.864 -0.764 -2.641 -0.354 0.896
H 1.092 -2.052 -0.018 0.835 2.316 -0.735
H 0.294 2.203 -5.836 0.339 -1.883 1.743
C -0.774 1.790 -9.913 -0.251 -0.042 -0.257
N -0.518 2.350 -8.559 -0.141 0.420 0.730
O -1.480 2.841 -7.958 1.628 -0.683 -0.526
O 0.643 2.281 -8.138 -1.619 0.196 -0.234
H -1.832 1.918 -10.154 0.278 0.031 0.194
H -0.149 2.338 -10.621 0.002 -0.183 0.185
H -0.510 0.731 -9.887 0.103 0.239 -0.001
```
Forces are in eV/Å.

Summary:
Net charge: +1
Multiplicity: 1
Total energy: -55338.180 eV

# 2
A cluster of 10 separate species, C30H80O10 in total, computed with ωB97M-V/def2-TZVPD.

XYZ file:
```
120
Properties=species:S:1:pos:R:3:forces:R:3
C 6.262 0.662 3.118 1.178 0.359 -0.034
C 5.751 1.777 2.185 -0.679 -0.414 1.379
C 4.528 1.308 1.439 -0.048 -0.743 -1.427
O 5.341 2.892 2.987 -0.327 0.150 -0.113
H 6.871 1.181 3.868 -0.097 -0.250 0.232
H 6.984 -0.018 2.653 -0.218 0.063 -0.352
H 5.532 0.033 3.623 -0.398 0.353 -0.086
H 6.573 2.115 1.553 -0.099 -0.193 -0.371
H 4.820 0.463 0.800 0.081 0.007 0.032
H 4.066 2.011 0.742 0.285 0.376 0.214
H 3.717 0.912 2.047 0.263 0.190 0.512
H 5.945 3.006 3.726 0.099 -0.021 -0.057
C 7.399 -2.313 -2.197 0.667 0.447 0.967
C 6.203 -1.661 -1.502 -0.423 -1.173 -1.301
C 5.560 -0.602 -2.367 0.019 0.839 0.007
O 5.203 -2.718 -1.401 -0.062 0.529 0.527
H 7.826 -3.076 -1.540 -0.145 -0.127 -0.068
H 8.217 -1.596 -2.335 -0.191 0.010 -0.294
H 7.112 -2.786 -3.130 -0.082 0.147 -0.123
H 6.461 -1.261 -0.521 -0.021 -0.078 0.075
H 4.710 -0.123 -1.876 -0.008 -0.172 0.107
H 5.210 -0.985 -3.326 0.075 -0.298 0.076
H 6.266 0.202 -2.592 0.090 -0.104 0.061
H 5.402 -3.286 -0.649 0.073 -0.010 -0.048
C -0.810 -2.542 -6.326 -0.214 0.500 -0.205
C -1.447 -2.929 -5.014 -0.808 -0.331 0.563
C -2.061 -1.705 -4.328 -0.356 0.048 -0.688
O -2.477 -3.884 -5.302 0.266 0.024 -0.002
H -1.574 -2.015 -6.906 0.149 0.152 0.003
H -0.477 -3.352 -6.973 0.098 -0.329 0.437
H 0.026 -1.869 -6.130 0.008 0.022 -0.155
H -0.711 -3.351 -4.317 0.038 -0.253 -0.179
H -2.802 -1.879 -3.542 0.550 -0.608 0.396
H -2.702 -1.205 -5.064 0.532 0.418 -0.135
H -1.238 -1.097 -3.957 -0.313 0.415 -0.029
H -3.014 -3.978 -4.509 -0.011 -0.081 -0.015
C 1.587 2.452 5.159 0.232 0.364 1.196
C 1.152 3.366 4.043 -0.257 0.854 -0.749
C 1.451 2.769 2.678 -0.610 0.221 -0.196
O -0.264 3.589 4.168 -0.245 -0.340 0.374
H 2.641 2.165 5.173 -0.027 -0.103 -0.686
H 0.942 1.575 5.199 0.085 -0.071 -0.146
H 1.500 2.953 6.130 -0.408 0.061 -0.109
H 1.543 4.387 4.131 0.642 -0.334 0.099
H 2.497 2.753 2.382 0.121 -0.382 0.548
H 0.988 3.338 1.863 -0.263 0.123 0.238
H 0.952 1.794 2.713 0.461 -0.238 -0.465
H -0.704 3.469 3.323 0.132 -0.053 -0.094
C 1.138 -0.332 0.034 -1.052 -0.073 -0.199
C -0.093 0.533 -0.221 -0.216 -0.677 0.470
C -0.902 0.114 -1.434 0.010 0.405 -0.041
O -0.948 0.352 0.916 0.295 0.253 0.322
H 0.828 -1.378 -0.005 0.168 -0.031 -0.244
H 1.492 -0.184 1.053 0.389 0.373 -0.185
H 1.839 -0.095 -0.764 0.449 -0.247 0.314
H 0.259 1.569 -0.314 -0.355 0.113 0.082
H -1.172 -0.942 -1.394 0.323 -0.082 -0.034
H -0.384 0.368 -2.361 -0.097 -0.153 -0.076
H -1.858 0.649 -1.403 0.090 0.166 -0.268
H -1.815 0.719 0.718 0.028 0.080 0.018
C -5.148 1.053 2.242 0.863 0.183 0.680
C -5.421 2.544 2.372 -0.965 -0.075 -0.754
C -6.520 2.814 3.386 -0.117 -0.609 0.830
O -4.214 3.231 2.654 -0.121 0.101 0.090
H -4.867 0.759 3.261 -0.353 -0.567 -0.120
H -4.244 0.849 1.666 -0.099 0.296 -0.268
H -5.954 0.456 1.820 -0.211 0.075 0.252
H -5.838 2.913 1.425 0.570 0.194 -0.115
H -7.495 2.471 3.032 0.051 0.174 -0.276
H -6.604 3.854 3.699 0.069 0.095 -0.268
H -6.371 2.211 4.293 0.240 0.177 0.009
H -4.180 3.391 3.603 0.113 0.004 -0.042
C 1.929 -3.753 -1.389 -0.790 0.206 0.690
C 2.082 -3.488 -2.867 0.605 -0.430 -0.287
C 2.078 -2.018 -3.250 0.429 0.250 -0.360
O 3.320 -4.088 -3.291 -0.082 0.215 -0.037
H 2.647 -3.131 -0.850 0.101 -0.187 0.098
H 2.040 -4.803 -1.120 0.400 -0.035 -0.281
H 0.940 -3.508 -0.981 -0.009 0.298 -0.311
H 1.324 -4.006 -3.457 -0.056 -0.069 0.116
H 2.722 -1.421 -2.600 -0.204 -0.079 0.306
H 1.085 -1.570 -3.310 -0.044 -0.048 0.201
H 2.554 -1.925 -4.230 -0.278 -0.108 -0.126
H 4.035 -3.649 -2.803 -0.084 -0.054 0.009
C -6.485 -2.847 0.505 0.442 -0.005 -0.457
C -5.910 -1.980 -0.601 -0.173 0.796 -0.200
C -4.500 -1.443 -0.380 0.397 -0.438 0.042
O -5.941 -2.674 -1.857 -0.152 0.040 0.170
H -7.429 -3.282 0.182 -0.047 0.053 -0.025
H -6.670 -2.195 1.359 0.135 -0.299 0.264
H -5.797 -3.663 0.730 -0.051 0.047 0.303
H -6.553 -1.090 -0.643 -0.159 -0.153 -0.273
H -4.293 -1.177 0.657 -0.128 0.020 0.003
H -4.304 -0.575 -1.012 -0.133 0.069 0.024
H -3.765 -2.194 -0.680 -0.072 -0.127 0.123
H -6.320 -2.088 -2.517 0.025 -0.055 -0.037
C -4.214 5.659 -3.695 -0.302 -0.121 -0.278
C -3.344 5.303 -2.481 -1.617 -0.142 -0.689
C -2.503 4.075 -2.744 0.592 0.365 0.255
O -2.566 6.453 -2.150 -0.042 -0.762 0.206
H -5.013 4.940 -3.906 0.279 -0.286 0.221
H -3.632 5.752 -4.614 0.093 0.216 0.086
H -4.771 6.581 -3.499 0.259 0.180 -0.090
H -4.094 5.044 -1.719 0.396 0.308 0.491
H -2.232 3.531 -1.837 0.115 0.257 0.127
H -1.590 4.439 -3.222 0.007 -0.431 -0.194
H -3.038 3.357 -3.363 0.037 0.148 -0.243
H -3.192 7.181 -2.206 0.196 0.241 0.126
C 0.358 -2.578 3.124 0.297 0.852 0.504
C 1.484 -2.531 4.165 -0.689 -1.674 -0.031
C 1.225 -1.600 5.321 -0.046 1.145 -0.778
O 1.518 -3.908 4.629 0.243 0.064 0.017
H -0.052 -1.571 3.011 -0.086 -0.096 -0.272
H -0.413 -3.232 3.523 -0.098 -0.002 -0.080
H 0.689 -2.943 2.154 0.053 -0.080 0.025
H 2.453 -2.318 3.705 -0.024 0.261 -0.052
H 2.059 -1.660 6.020 -0.262 0.065 0.336
H 0.237 -1.667 5.775 0.153 -0.733 0.228
H 1.187 -0.583 4.910 0.438 0.004 0.094
H 2.171 -4.017 5.328 0.028 0.171 -0.053
```
Forces are in eV/Å.

Summary:
Net charge: 0
Multiplicity: 1
Total energy: -52880.671 eV
SMILES string: CC(C)O.CC(C)O.CC(C)O.CC(C)O.CC(C)O.CC(C)O.CC(C)O.CC(C)O.CC(C)O.CC(C)O

# 3
A structure of composition C37H40BClCsF9N8O5S2, computed with ωB97M-V/def2-TZVPD.

XYZ file:
```
104
Properties=species:S:1:pos:R:3:forces:R:3
Cs -1.562 -0.436 -0.951 1.611 -1.045 -0.358
C 2.887 1.645 -1.479 0.056 0.008 0.038
C 2.424 1.449 -2.888 0.023 0.022 0.155
C 3.015 1.922 -4.075 -0.050 -0.007 -0.036
C 2.159 1.505 -5.075 -0.031 -0.017 -0.057
C 2.303 1.695 -6.551 0.049 0.028 -0.048
N 1.137 0.840 -4.491 0.089 -0.120 0.139
N 1.308 0.795 -3.145 -0.212 0.103 -0.149
B -0.038 0.124 -5.207 -0.018 0.132 -0.167
N -0.006 -1.396 -4.970 -0.015 -0.053 0.148
N -0.075 -1.940 -3.729 -0.003 0.030 -0.078
C -0.002 -3.249 -3.884 -0.011 0.034 0.104
C -0.033 -4.147 -2.689 -0.017 -0.070 0.031
C 0.116 -3.581 -5.249 0.002 -0.010 -0.010
C 0.108 -2.368 -5.905 -0.021 0.074 -0.039
C 0.189 -2.098 -7.373 0.012 -0.039 -0.056
N -1.417 0.738 -4.850 0.014 -0.103 0.172
N -2.076 0.386 -3.724 -0.137 0.027 -0.289
C -3.223 1.042 -3.725 -0.052 0.009 0.087
C -4.213 0.853 -2.618 -0.122 0.082 -0.039
C -3.323 1.855 -4.870 0.070 -0.001 -0.048
C -2.147 1.629 -5.558 0.083 -0.004 -0.023
C -1.674 2.241 -6.835 -0.032 0.048 -0.050
H 3.948 1.907 -1.456 -0.004 -0.009 0.005
H 2.740 0.742 -0.886 -0.027 -0.008 -0.023
H 2.330 2.446 -0.988 -0.006 0.010 -0.030
H 3.925 2.489 -4.189 0.008 -0.007 -0.003
H 3.214 2.263 -6.749 -0.006 -0.003 0.005
H 1.463 2.239 -6.986 -0.016 -0.002 0.027
H 2.373 0.742 -7.079 0.003 -0.007 0.014
H 0.122 0.311 -6.386 0.011 -0.014 0.008
H -0.625 -3.701 -1.889 0.006 0.018 -0.006
H 0.975 -4.333 -2.307 0.001 0.011 -0.005
H -0.480 -5.114 -2.929 0.007 0.011 -0.035
H 0.180 -4.561 -5.694 -0.001 0.000 -0.006
H 0.247 -3.047 -7.909 0.004 0.001 0.012
H 1.068 -1.505 -7.631 0.003 -0.003 0.010
H -0.684 -1.554 -7.737 -0.012 0.002 0.025
H -3.782 0.288 -1.794 -0.424 0.160 -0.277
H -5.090 0.300 -2.965 -0.013 0.028 0.000
H -4.536 1.812 -2.209 -0.013 0.008 -0.017
H -4.119 2.527 -5.147 -0.005 -0.002 -0.002
H -2.449 2.898 -7.232 -0.003 -0.012 0.003
H -1.440 1.485 -7.587 -0.010 -0.005 0.004
H -0.772 2.839 -6.687 0.002 -0.011 0.033
S 1.775 -1.335 2.077 0.068 -0.113 -0.072
C 1.557 -0.183 3.223 0.017 0.419 -0.034
N 1.359 -0.421 4.536 -0.043 -0.122 0.007
C 1.385 0.669 5.500 -0.024 -0.038 -0.043
C 2.450 1.653 5.079 -0.043 0.031 -0.018
N 2.144 2.125 3.740 0.093 0.077 0.009
C 2.225 3.562 3.499 0.039 0.117 0.063
C 1.097 4.324 4.154 -0.068 0.016 -0.032
C -0.174 4.336 3.575 0.095 -0.075 0.017
C -1.217 5.001 4.199 -0.024 0.025 0.039
C -1.007 5.664 5.403 -0.021 -0.011 -0.036
C 0.254 5.667 5.979 0.039 -0.009 0.013
C 1.300 4.999 5.354 0.014 0.015 0.036
C 1.547 1.303 2.843 -0.063 -0.454 0.266
S 0.795 1.786 1.489 -0.021 -0.113 -0.382
C 1.131 -1.760 5.060 -0.046 0.030 0.034
C 2.322 -2.272 5.831 0.017 -0.009 -0.012
C 2.216 -2.614 7.173 -0.013 -0.013 -0.004
C 3.321 -3.078 7.878 -0.003 0.007 -0.013
C 4.545 -3.197 7.240 0.005 -0.012 0.005
C 4.661 -2.851 5.898 0.009 -0.001 -0.002
C 3.558 -2.391 5.197 -0.007 0.022 0.012
H 1.618 0.246 6.478 0.021 0.014 0.003
H 0.409 1.164 5.552 0.016 0.026 0.012
H 3.441 1.184 5.121 -0.012 -0.030 -0.002
H 2.446 2.511 5.751 -0.010 0.007 0.010
H 2.214 3.714 2.422 0.002 -0.022 0.003
H 3.188 3.904 3.891 -0.018 0.002 0.021
H -0.358 3.822 2.638 0.020 0.149 0.131
H -2.191 4.993 3.727 0.020 -0.007 -0.024
H -1.826 6.185 5.885 0.000 0.000 0.012
H 0.426 6.188 6.913 0.007 0.009 0.004
H 2.291 5.012 5.798 0.011 0.011 0.011
H 0.907 -2.405 4.212 0.018 -0.005 -0.003
H 0.251 -1.728 5.709 0.011 0.022 0.001
H 1.257 -2.519 7.670 0.003 -0.006 0.005
H 3.223 -3.341 8.924 0.001 -0.005 0.000
H 5.409 -3.563 7.783 0.001 0.010 0.006
H 5.615 -2.946 5.394 0.000 -0.001 0.002
H 3.636 -2.126 4.149 0.001 -0.008 0.001
O -3.382 3.658 -0.605 0.048 0.015 0.068
Cl -2.233 3.166 0.110 -0.040 -0.377 -0.132
O -2.172 3.787 1.419 -0.096 -0.026 -0.045
O -2.347 1.716 0.272 -0.504 1.506 0.644
O -1.023 3.441 -0.619 -0.065 0.125 0.066
F -4.974 -4.333 1.761 0.000 0.003 0.010
C -3.811 -3.705 1.449 -0.085 -0.111 0.017
F -2.866 -4.246 2.246 0.019 -0.003 0.011
F -3.953 -2.435 1.827 0.011 0.051 0.003
C -3.396 -3.809 -0.062 0.195 0.325 -0.087
O -2.485 -2.909 -0.360 -0.251 -0.603 0.188
C -4.683 -3.588 -0.934 -0.106 -0.098 0.042
F -4.369 -3.352 -2.205 0.019 0.005 -0.022
F -5.553 -4.632 -0.933 0.005 -0.007 0.005
F -5.375 -2.520 -0.493 -0.009 0.024 0.005
C -2.886 -5.270 -0.316 -0.076 -0.107 0.006
F -2.901 -5.570 -1.627 0.002 0.009 -0.015
F -1.630 -5.430 0.106 0.028 0.025 0.018
F -3.625 -6.231 0.300 0.003 -0.010 0.003
```
Forces are in eV/Å.

Summary:
Net charge: -2
Multiplicity: 1
Total energy: -121051.386 eV